Entry from the Open Molecules 2025 dataset: a gas-phase ion, C6H13N2 (charge +1) (the ωB97M-V functional and the def2-TZVPD basis).

Summary:
total charge = +1
M = 113.18 g/mol
electronic energy = -345.6006 Ha
orbital gap = 10.11 eV
lowest unoccupied orbital energy = -0.1330 Eh
SMILES = C=C/[NH+]=C\N(C)CC

Last column: natural (NBO) charge in e.
Element x y z (Å)
C1 0.523 -1.319 -0.487  0.405
C2 -0.623 0.358 0.898  -0.255
C3 1.899 0.635 -0.707  -0.090
C4 -1.406 1.299 -0.061  -0.635
C5 3.021 1.236 -0.303  -0.343
C6 -1.643 -1.808 0.367  -0.434
N1 -0.475 -0.908 0.250  -0.318
N2 1.734 -0.805 -0.608  -0.560
H1 0.496 -2.341 -0.916  0.229
H2 0.285 0.918 1.154  0.254
H3 1.041 1.112 -1.238  0.219
H4 -0.903 1.597 -1.060  0.210
H5 -1.333 2.270 0.311  0.238
H6 -2.504 1.098 -0.340  0.238
H7 3.854 0.847 0.156  0.219
H8 -1.286 0.361 1.662  0.241
H9 3.216 2.271 -0.501  0.229
H10 -1.872 -2.240 1.288  0.237
H11 -2.651 -1.171 0.082  0.231
H12 -1.642 -2.758 -0.184  0.245
H13 2.445 -1.193 -1.189  0.440